[1]
DFT (ωB97M-V with the def2-TZVPD basis set) results for an isolated molecule of C16H21N3O2 at a distorted geometry.

* SMILES: CCOCCCNC(=O)c1cc(C)nn1-c1ccccc1
* HOMO: -8.65 eV
* Kohn-Sham gap: 8.16 eV
* relative energy (zero: lowest compared OMol25 entry of this formula, charge and spin): 20.164 eV
* maximum force: 17.722 eV Å⁻¹

```
42
Properties=species:S:1:pos:R:3:forces:R:3:lowdin_charge:R:1
C -0.8718 2.4968 -0.7866 -6.348 -4.110 -4.882 -0.18
H 0.2924 -2.4699 1.0747 3.912 9.704 6.212 0.04
H 3.8949 -3.4085 0.4042 4.269 1.089 0.510 0.07
C 0.1077 1.6050 2.5089 -5.139 -7.906 -4.380 0.12
C -2.2589 1.7512 -1.3251 10.187 7.986 -5.044 0.10
H -1.9814 2.9950 -4.7940 -1.125 -1.107 4.032 0.19
H 0.0822 0.9182 3.2743 0.375 -0.600 1.956 0.09
C -0.5784 3.4531 -3.2612 -4.425 -5.319 8.134 0.04
H -2.1472 -2.1356 -0.1133 1.907 0.076 -2.113 0.18
C -1.3049 -0.0395 0.8764 -4.278 -10.124 -4.605 -0.32
N 0.4341 3.1855 0.9154 -4.138 -2.429 -1.109 0.22
H -0.7391 -3.9550 -1.0185 2.467 2.589 -0.149 0.21
H 0.6096 -2.6999 -1.1577 10.599 2.396 -7.047 0.00
C -2.4574 2.0978 -2.6651 -11.043 -8.486 7.690 -0.23
C 1.2649 3.5765 2.9984 -0.344 -5.868 6.773 -0.03
C -0.5757 1.0651 1.1048 2.897 4.836 8.915 -0.08
C -1.2522 -1.9007 -0.8948 -0.067 -1.062 6.730 -0.15
C 0.4622 2.7564 2.1319 5.690 5.545 1.715 -0.52
O -2.2426 -0.7423 1.3986 3.069 3.809 -0.009 0.03
H -0.7321 -3.6070 1.1325 -5.763 -1.574 2.425 0.10
N -0.7871 -0.6737 -0.3682 -2.970 1.411 4.808 0.06
H -1.6396 -1.7663 -1.7989 -1.367 0.154 -4.089 0.07
H 1.5610 4.4363 2.7848 2.518 7.296 -3.143 -0.01
H 2.0623 -3.4807 2.1734 1.104 0.205 -1.621 0.15
O 0.9093 -4.2689 0.6948 4.560 -3.208 1.423 -0.11
H -3.6627 1.6350 -2.8955 3.573 1.284 -0.112 0.19
C 0.0644 -3.2614 0.7207 -0.223 -4.643 -6.209 -0.34
H 0.8989 3.6432 -1.3288 -2.886 -1.479 -1.318 0.15
N -0.4840 2.1452 0.4616 3.421 4.584 -3.859 -0.05
H 2.5454 -2.4760 -0.1525 -2.474 8.324 -1.550 0.02
H 0.0133 4.0322 -3.8453 1.468 1.454 -1.804 0.03
H 0.6992 3.8018 3.9116 -0.494 -0.055 0.000 0.10
C -1.8906 2.7946 -3.5066 10.120 8.879 -11.404 -0.20
H -0.1779 -0.1587 -0.8568 2.776 2.240 -2.242 0.08
C -0.0969 -2.8857 -0.6633 -16.422 -6.145 2.578 -0.10
C 2.9627 -3.2768 0.0708 1.557 -3.574 2.621 -0.07
H -2.8285 1.3247 -0.7124 -4.809 -3.631 4.590 0.01
C -0.1514 3.1371 -1.7358 3.169 3.768 -2.991 -0.01
H 2.8533 -3.7937 -0.7648 -0.348 -3.049 -3.611 0.07
C 2.2553 -3.8963 1.1203 -2.946 -6.460 3.940 -0.22
H 2.7493 -5.0329 1.3314 -1.102 3.052 -0.350 0.18
H 2.1378 3.0790 3.5560 -0.925 0.152 -1.412 0.13
```
Forces are in eV/Å.


[2]
DFT (ωB97M-V with the def2-TZVPD basis set) results for a structure of composition C16H21N3O2SV at a distorted geometry.

* HOMO (alpha / beta): -20.99 / -20.99 eV
* spin multiplicity: 2
* Kohn-Sham gap (alpha / beta): 3.43 / 3.42 eV
* relative energy (zero: lowest compared OMol25 entry of this formula, charge and spin): 2.778 eV
* charge: +4
* maximum force: 8.748 eV Å⁻¹

```
44
Properties=species:S:1:pos:R:3:forces:R:3:lowdin_charge:R:1
C -0.0606 2.8834 3.2871 0.881 -1.305 -0.860 -0.22
O 3.1004 2.5848 0.5174 -0.166 -0.505 0.761 0.12
S 2.8789 -1.4390 0.0186 0.542 -0.025 0.867 1.21
C 1.6918 -0.6202 2.8633 0.245 -1.490 2.296 -0.05
H 2.1621 -2.7523 -1.8100 0.270 0.093 0.141 0.08
H 3.2584 -3.6714 -0.7303 0.368 -0.035 0.065 0.11
H 4.3773 -0.9096 1.7866 -0.186 -0.026 -0.281 0.07
C -3.1744 1.6876 -2.3738 -0.431 0.476 -0.573 -0.07
H -4.4305 -1.0559 0.1282 -0.203 -0.188 -0.146 0.17
O 1.3396 -1.3552 3.6651 0.838 1.935 -1.192 0.10
H -3.2080 -1.6997 -1.9602 -0.338 -0.173 -0.262 0.17
H -2.0523 3.3129 3.7319 0.788 0.355 0.631 0.10
H -2.5830 2.4468 -2.8646 -0.013 0.063 -0.410 0.17
C -3.5817 -0.6880 -1.8516 0.045 -0.229 -1.627 -0.06
H -0.8106 -4.3650 0.2904 -0.263 0.129 0.262 0.11
C -0.8881 -3.9478 1.3080 -0.382 -0.261 -0.330 -0.01
C -4.4089 1.0502 -0.2956 -1.605 1.280 -2.131 -0.02
H -4.7991 1.3312 0.6624 -0.268 0.103 0.443 0.17
C -3.0531 0.3193 -2.7136 -1.284 -0.726 -1.401 -0.06
C -0.1229 -2.7305 1.3458 0.719 1.575 -0.226 -0.18
H 1.0394 2.0075 -3.6865 0.640 -0.179 -0.244 0.11
C 4.3847 -1.6112 0.9434 -0.783 0.624 0.385 -0.23
H -3.8668 3.1040 -0.8542 -0.024 0.624 0.167 0.17
C 2.8507 1.5693 0.9412 1.158 0.797 0.265 -0.06
H 5.2191 -1.3760 0.2721 0.268 -0.273 -0.228 0.12
N 0.4002 -1.6813 1.3073 -1.315 -2.087 -1.451 0.07
H -0.5222 -4.7131 1.9833 0.017 0.029 0.361 0.12
H 4.4368 -2.6398 1.3169 0.255 -0.305 -0.205 0.12
H 2.2355 0.6441 -4.0017 -0.418 0.179 0.007 0.11
H -1.9319 -3.6719 1.5491 0.388 -0.430 -0.086 0.12
C -4.2359 -0.3252 -0.6498 -1.364 0.359 1.091 -0.07
N 0.6155 2.0863 2.7634 -1.289 1.444 0.876 0.12
C 3.0877 -2.7064 -1.2210 -1.070 0.538 0.155 -0.22
V -2.5470 0.6483 -0.8326 7.456 0.172 4.572 1.23
H 2.8492 2.2083 -3.6113 -0.101 0.383 0.109 0.12
C -3.8661 2.0860 -1.1779 -1.975 -1.499 0.742 -0.02
C -1.0588 3.8225 3.7960 -0.821 0.628 -1.053 -0.05
H -1.1515 4.6592 3.0602 0.310 -0.503 0.508 0.10
N 1.7224 0.8927 -0.9126 -0.651 -0.445 -2.272 0.05
H 3.9264 -2.4370 -1.8737 0.341 -0.078 0.067 0.12
H -2.3034 0.0235 -3.4394 -0.291 -0.020 -0.391 0.17
C 2.0076 1.5472 -3.4159 0.152 -0.096 -0.405 -0.01
C 1.9200 1.1885 -2.0241 -0.416 -0.349 1.127 -0.20
H -0.8474 4.2928 4.7631 -0.027 -0.555 -0.124 0.11
```
Forces are in eV/Å.


[3]
DFT (ωB97M-V with the def2-TZVPD basis set) results for an isolated molecule of C16H21N3O3S at a distorted geometry.

* SMILES: CSCC[C@H](N)C(=O)N[C@@H](Cc1c[nH]c2ccccc12)C(=O)O
* HOMO: -7.91 eV
* Kohn-Sham gap: 8.52 eV
* relative energy (zero: lowest compared OMol25 entry of this formula, charge and spin): 1.141 eV
* maximum force: 1.968 eV Å⁻¹

```
44
Properties=species:S:1:pos:R:3:forces:R:3:lowdin_charge:R:1
H -2.2413 -3.9944 0.7620 0.360 -0.042 -0.405 0.08
H -5.1330 -0.1460 -1.0573 -0.158 0.129 0.080 0.03
H -4.0012 -2.9799 -1.2601 0.396 0.292 -0.149 0.08
H 2.5919 4.9265 -0.1646 0.040 0.712 -0.049 0.14
H 3.7515 1.4099 4.5043 0.238 -0.286 0.173 0.09
S -3.8170 -1.1065 -2.7639 -0.126 -0.337 0.049 0.80
C 2.2798 2.9414 -0.6799 -0.153 -1.077 -0.256 -0.05
H 3.9530 3.8824 4.5627 0.054 -0.294 -0.323 0.10
H 2.0544 3.1636 -1.7075 -0.188 -0.228 -0.182 0.13
H 2.9899 0.2757 2.4399 0.130 0.067 0.005 0.11
H -1.2642 -2.0805 -2.4368 -0.074 0.179 -0.107 0.07
H -3.1323 -1.6219 -0.5287 0.296 0.047 0.177 0.06
C -3.2405 -2.1975 -1.4400 1.250 -1.157 -0.987 -0.48
C 2.3227 1.7384 -0.0054 -0.672 1.392 -0.020 -0.15
O -0.9630 1.5825 0.2342 -0.255 -0.803 -0.326 0.14
H -5.9785 -1.5512 -1.7003 0.226 -0.081 -0.221 0.04
O -1.2192 -1.9029 1.0621 0.438 -0.634 -0.577 0.07
H 1.8883 0.2873 -1.5458 0.009 0.177 -0.129 0.13
H 0.7401 -0.1382 1.2165 -0.434 0.118 -0.385 0.17
H -2.0681 -3.6154 -2.7225 0.048 0.183 0.570 0.11
C 0.6522 -0.1999 0.1198 -0.695 -0.098 1.428 -0.25
O -0.8748 0.2819 -1.6300 -0.269 0.015 0.899 0.08
H -1.6726 0.7851 -1.8555 -0.014 0.009 -0.149 0.10
H 0.9879 -1.7748 -1.1517 -0.099 -0.395 -0.113 0.14
C -0.5338 -2.3015 0.1200 -1.125 1.273 0.430 -0.44
C 1.9034 0.3769 -0.4593 1.585 0.391 -0.311 -0.10
C -0.5429 0.6120 -0.3414 0.575 1.091 -0.334 -0.45
N 2.6316 3.9806 0.1197 -0.070 -0.593 1.055 0.09
C 3.1184 1.3555 2.4525 -0.393 -0.479 0.554 -0.02
H 2.6942 -0.2675 -0.0967 0.318 -0.557 -0.127 0.13
C -5.3667 -0.6863 -1.9721 -0.231 0.186 0.394 -0.43
N -1.6239 -4.4386 0.0753 0.212 0.551 -0.124 0.05
C 3.5696 1.9772 3.6130 -0.485 -0.319 -0.793 -0.10
C 2.7261 2.1033 1.3413 0.335 -0.577 -0.123 -0.13
C 2.8658 3.4919 1.4007 0.569 0.345 -0.734 -0.20
N 0.5554 -1.5853 -0.2628 0.343 -0.114 -0.424 0.12
H -5.9539 -0.0488 -2.6197 -0.033 0.162 -0.166 0.03
H -0.0753 -3.8486 -1.1973 0.471 -0.467 -0.486 0.13
C -0.9723 -3.4288 -0.7865 -1.310 -0.462 0.670 -0.31
C 3.6773 3.3571 3.6436 -0.245 1.162 -0.039 -0.10
H 3.3890 5.2105 2.6024 0.135 -0.107 -0.145 0.11
H -2.1561 -5.1003 -0.4663 -0.105 -0.074 -0.137 0.07
C -1.8577 -2.8522 -1.9492 -0.833 0.382 1.038 -0.18
C 3.3459 4.1273 2.5311 -0.062 0.318 0.802 -0.02
```
Forces are in eV/Å.


[4]
DFT (ωB97M-V with the def2-TZVPD basis set) results for a cluster of 2 separate species, C16H21N4O8 in total at a distorted geometry.

* HOMO: -3.35 eV
* Kohn-Sham gap: 3.59 eV
* relative energy (zero: lowest compared OMol25 entry of this formula, charge and spin): 0.328 eV
* charge: -1
* maximum force: 3.014 eV Å⁻¹

```
49
Properties=species:S:1:pos:R:3:forces:R:3:lowdin_charge:R:1
H -1.3301 0.6516 -0.6395 0.167 0.007 0.385 0.11
C 0.1685 -2.4099 -0.3478 -1.070 1.273 -1.523 -0.49
H -1.8676 -0.3418 -4.4976 0.251 0.062 -0.068 0.12
H 0.0980 0.4112 0.3963 0.086 0.336 0.258 0.08
C -1.0111 1.6488 -4.5484 -0.192 0.248 0.052 -0.08
C -0.9630 0.1921 -4.1746 0.036 -0.005 0.321 -0.25
C -3.8784 -1.4262 2.0145 -0.037 -0.041 -0.216 -0.13
C 1.3124 3.0980 -0.1996 0.601 -0.481 1.164 -0.12
O 0.2844 -3.4864 -0.9065 0.224 -0.173 0.143 0.05
C -0.8070 -0.0767 -0.0035 -0.045 0.312 -0.124 -0.19
H -1.8416 0.4542 1.7897 -0.132 -0.129 0.075 0.11
C -3.0317 -1.0550 0.8015 0.137 0.074 -0.039 -0.26
H -4.8464 -1.8140 1.6921 -0.062 -0.037 0.112 0.06
C 2.6504 3.4183 -0.5939 0.863 -0.406 0.435 -0.02
H -0.0911 -0.3089 -4.6091 -0.227 0.045 0.031 0.12
N 0.2235 3.6224 -0.9649 -2.275 0.941 -1.369 -0.31
O -0.4105 -2.0541 -3.1120 0.056 0.262 -0.381 0.05
N 3.7462 3.0330 0.0558 -0.705 1.156 -1.315 0.13
N 4.5115 1.7880 1.9667 -1.908 0.586 -0.758 0.14
O 3.8075 1.0921 2.9711 -0.963 0.793 -0.742 0.02
H -3.5589 -0.3221 0.1783 -0.064 -0.097 0.023 0.11
C 3.5457 2.3480 1.1824 0.355 -2.043 2.187 -0.30
C -0.5333 -1.1314 -2.3244 0.109 -0.939 1.997 -0.49
H 1.9448 -3.7520 0.7096 -0.186 -0.077 0.188 0.12
O 0.4898 4.2688 -2.0086 -0.249 -1.183 1.846 0.03
H -1.9508 2.0961 -4.2110 0.142 0.076 -0.004 0.08
O 1.6224 0.7114 3.5621 0.872 0.413 -0.535 0.08
C 1.7382 -3.1771 2.7829 -0.051 0.070 0.293 -0.08
C 2.2297 2.0276 1.6656 1.944 -1.221 1.334 -0.09
H 0.4102 -4.2617 1.4518 0.282 0.115 -0.022 0.13
C 1.1637 -3.4612 1.4223 0.051 0.149 0.076 -0.25
O -0.8740 0.1158 -2.7419 -0.158 0.696 -1.339 -0.05
H -1.1165 -1.1650 1.8111 -0.316 0.178 0.038 0.10
H 0.9393 -2.9941 3.5084 0.140 0.082 -0.023 0.07
C -1.6899 -0.4610 1.1975 0.444 0.185 -0.081 -0.21
H -2.8613 -1.9369 0.1707 -0.021 0.132 0.092 0.12
O 0.5490 -2.2568 0.9485 0.776 -0.828 0.866 -0.05
O -0.9523 3.4418 -0.5680 2.500 0.174 -0.483 0.06
H 2.3158 -4.0372 3.1233 0.031 -0.032 0.060 0.07
H -0.1816 2.2022 -4.0968 -0.103 -0.083 -0.046 0.07
H -3.3839 -2.1990 2.6104 -0.029 0.078 0.000 0.07
C 1.0877 2.3601 0.9681 -1.075 0.848 -0.741 0.09
H 2.7939 4.0236 -1.4900 -0.061 -0.252 0.233 0.12
H 0.1040 2.1442 1.3608 -0.018 0.136 -0.162 0.13
N 2.4059 1.2468 2.7982 -0.041 0.556 -1.071 -0.16
C -0.3548 -1.1637 -0.8814 0.027 -1.831 -1.122 -0.09
H 2.3996 -2.3046 2.7574 -0.110 -0.106 0.014 0.07
H -4.0562 -0.5569 2.6541 0.023 -0.049 0.005 0.06
H -0.9500 1.7574 -5.6317 -0.018 0.031 -0.061 0.07
```
Forces are in eV/Å.